C2H3F3O3SSr | the ωB97M-V functional and the def2-TZVPD basis

The geometry in XYZ format:
```
13
Properties=species:S:1:pos:R:3:forces:R:3
O -1.240181 -0.288330 -0.459623 1.0 0.3 -0.5
Sr -0.437934 -1.758172 -1.898523 -0.3 0.9 1.1
S 0.258643 0.835524 -0.278653 2.2 0.1 -0.1
O 1.434689 1.757810 0.057810 -2.0 -1.1 -0.3
O 1.017122 -0.164711 -1.230034 -0.4 0.5 0.3
C 0.025686 0.346943 1.578946 -0.1 0.3 -0.4
F 0.909022 0.925686 2.382187 0.0 0.0 -0.2
F -1.182334 0.706058 2.010074 -0.2 0.0 0.0
F 0.177451 -0.969676 1.722752 0.0 -0.5 0.0
C -0.782458 2.116620 -1.020528 -0.1 -0.2 -0.4
H -0.128931 2.935566 -1.333820 0.0 -0.2 0.3
H -1.298341 1.671329 -1.882908 -0.1 0.2 0.5
H -1.478539 2.440051 -0.236727 0.1 -0.2 -0.3
```
Positions in Å, forces in eV/Å.

Properties
Molar mass: 251.72 g/mol
Strongest force on any atom: 2.36 eV/Å
E_LUMO: -1.7 eV
Total energy: -28085.5897 eV
Energy above the lowest of the compared OMol25 structures with the same formula, charge and spin: 279.7 kJ/mol


C2H3F3OS3 | the ωB97M-V functional and the def2-TZVPD basis

The geometry in XYZ format:
```
12
Properties=species:S:1:pos:R:3:forces:R:3
C -0.750592 -0.071814 0.368354 -0.4 5.5 -1.3
C 0.474588 0.171470 -0.417490 2.3 -0.6 -0.5
O -0.501956 0.545185 1.611521 -0.2 -0.8 0.9
F -3.178498 -0.425305 -0.870854 -0.1 0.1 0.0
F 1.137582 -2.478586 -0.610159 -0.5 -0.6 -0.5
F 2.564358 1.798065 -0.923784 -1.8 -0.5 2.0
S -2.229448 0.883319 -0.714855 1.5 -1.4 1.8
S 1.728940 -1.099041 -0.028439 0.2 0.9 0.5
S 1.459270 1.485578 0.426130 1.1 0.4 -2.5
H -0.961502 -1.050259 0.399982 -1.5 -3.6 0.2
H 0.382587 0.357495 -1.481625 0.0 0.0 0.0
H -0.125327 -0.116109 2.241220 -0.5 0.5 -0.7
```
Positions in Å, forces in eV/Å.

Properties
Molar mass: 196.24 g/mol
Strongest force on any atom: 5.63 eV/Å
E_LUMO: -0.4 eV
Total energy: -44824.8285 eV


C2H3F3S | the ωB97M-V functional and the def2-TZVPD basis

The geometry in XYZ format:
```
9
Properties=species:S:1:pos:R:3:forces:R:3
C -0.093867 0.197556 -1.370400 2.4 4.3 -0.9
C -0.286839 0.474616 0.023803 -0.2 -2.5 3.5
F -1.428112 -0.147209 0.642707 1.2 2.8 -1.3
F 0.350159 -0.692561 2.217058 0.8 -0.8 0.9
F 0.231344 1.507427 0.776271 -1.3 -1.8 -1.8
S 0.706983 -1.050170 -0.416066 0.9 0.4 -0.3
H 0.539815 1.042930 -1.896473 -1.0 -2.0 0.9
H -0.961828 0.009290 -1.866918 -2.2 -0.9 -1.6
H 0.942344 -1.341879 1.890018 -0.4 0.5 0.5
```
Positions in Å, forces in eV/Å.

Properties
Molar mass: 116.11 g/mol
Strongest force on any atom: 5.02 eV/Å
E_LUMO: 0.5 eV
SMILES: FC1(F)CS1.F
Total energy: -21108.0985 eV
Energy above the lowest of the compared OMol25 structures with the same formula, charge and spin: 265.3 kJ/mol


C2H3F3S | the ωB97M-V functional and the def2-TZVPD basis

The geometry in XYZ format:
```
9
Properties=species:S:1:pos:R:3:forces:R:3
C 1.571778 -0.300603 0.188711 -0.1 1.0 2.1
C -1.988127 0.927231 0.612045 0.6 0.2 -0.4
F 1.332265 -0.258514 -1.102313 -0.3 0.5 -1.8
F 2.650573 0.461958 0.524386 0.5 0.7 -0.4
F -1.041687 1.204031 -0.318314 -0.7 0.0 0.6
S -2.914444 -0.386944 0.050831 0.2 0.1 -0.3
H 0.731691 0.162174 0.772192 0.5 -1.0 -0.6
H 1.910985 -1.280905 0.400831 -0.4 -1.3 0.7
H -2.253034 -0.528426 -1.128366 -0.2 -0.2 0.1
```
Positions in Å, forces in eV/Å.

Properties
Molar mass: 116.11 g/mol
Strongest force on any atom: 2.35 eV/Å
E_LUMO: -0.3 eV
Total energy: -21107.1867 eV
Energy above the lowest of the compared OMol25 structures with the same formula, charge and spin: 353.3 kJ/mol